[1]
C4H11N3O2 | the ωB97M-V functional and the def2-TZVPD basis

Its relative energy (zero: lowest compared OMol25 entry of this formula, charge and spin) is 14.8 kcal/mol. The gap between HOMO and LUMO comes out at 10.18 eV. For the molar mass, the calculation gives 133.15 g mol⁻¹. Its SMILES is CNC(N)=O.CC(N)=O. Its spin multiplicity is 1. Its HOMO energy is -9.6 eV. The value obtained for the total energy is -473.7792 Ha.

Each line ends with the Mulliken charge.
Atoms and positions in Å:
O  0.4402  3.1271  0.3824  -0.6017
O  -2.1638  -1.1281  -0.2001  -0.6223
N  1.3243  1.1046  0.8213  -0.3553
N  -0.2709  -2.2068  0.4169  -0.4001
N  -0.1723  -0.4241  -1.0849  -0.1560
C  0.2508  1.9369  0.6013  0.5693
C  -0.9478  -1.2277  -0.2360  0.3336
C  0.8953  -0.9938  -1.8995  -0.8610
C  -1.1135  1.5125  1.3704  -0.8796
H  -0.7922  0.2016  -1.5926  0.2584
H  -0.8283  -2.6587  1.1310  0.2759
H  -1.0821  0.5942  1.9599  0.2809
H  -1.8993  1.5562  0.6122  0.2487
H  0.6783  -2.0059  0.6963  0.2328
H  -1.3417  2.3396  2.0480  0.3582
H  1.2542  -0.2326  -2.5945  0.3387
H  1.7125  -1.3036  -1.2453  0.2865
H  0.5441  -1.8831  -2.4263  0.3033
H  1.2832  0.1425  0.5102  0.1585
H  2.2289  1.5492  0.7295  0.2312

[2]
C4H8O | the ωB97M-V functional and the def2-TZVPD basis

Its relative energy (zero: lowest compared OMol25 entry of this formula, charge and spin) is 127.9 kcal/mol. The gap between HOMO and LUMO comes out at 7.85 eV. For the molar mass, the calculation gives 72.11 g mol⁻¹. Its spin multiplicity is 1. Its HOMO energy is -7.0 eV. The value obtained for the total energy is -232.2418 Ha.

Each line ends with the Mulliken charge.
Atoms and positions in Å:
O  -1.3591  0.1132  -1.7073  -0.3814
C  -0.0640  -0.6632  0.5285  -0.5615
C  0.6021  0.8113  -0.0036  -0.2469
C  1.3829  -0.3434  0.6137  -0.4962
C  -1.1932  0.8019  -0.5393  -0.5284
H  2.0474  -0.8815  -0.0573  0.2522
H  -1.8127  -0.7385  -1.5869  0.2907
H  1.7928  -0.1923  1.6096  0.2511
H  -0.6073  -0.6639  1.4686  0.3193
H  0.9249  1.0229  -1.0182  0.2549
H  -1.9008  0.4782  0.2365  0.2797
H  -0.3678  -1.4357  -0.1739  0.3034
H  0.5549  1.6910  0.6297  0.2631

[3]
C3H8N2O | the ωB97M-V functional and the def2-TZVPD basis

Its relative energy (zero: lowest compared OMol25 entry of this formula, charge and spin) is 92.6 kcal/mol. The gap between HOMO and LUMO comes out at 9.88 eV. For the molar mass, the calculation gives 88.11 g mol⁻¹. Its SMILES is CN=C=N.CO. Its spin multiplicity is 1. Its HOMO energy is -9.4 eV. The value obtained for the total energy is -303.7446 Ha.

Each line ends with the Mulliken charge.
Atoms and positions in Å:
O  -0.2884  -1.5879  1.1259  -0.4800
N  1.5903  -0.1772  0.1106  -0.4714
N  -0.2106  1.3614  -0.2154  -0.3359
C  -0.2922  -2.7085  0.2563  -0.5624
C  0.8256  0.7896  0.1237  0.4520
C  -0.4157  2.6853  -0.7263  -0.7348
H  1.9271  0.4293  1.0873  0.2896
H  -0.6091  3.3923  0.0830  0.2646
H  0.2240  -3.5120  0.7773  0.2072
H  0.2515  -2.4963  -0.6691  0.2737
H  0.4309  3.0568  -1.3156  0.3078
H  -1.3109  -3.0116  -0.0006  0.2683
H  -1.2965  2.6666  -1.3742  0.2422
H  -0.8260  -0.8878  0.7371  0.2791

[4]
C30H39Cl4F4IN3O11 | the ωB97M-V functional and the def2-TZVPD basis

As for the net charge: +1. The gap between HOMO and LUMO comes out at 6.01 eV. For the molar mass, the calculation gives 962.36 g mol⁻¹. Its spin multiplicity is 1. Its HOMO energy is -9.3 eV. The value obtained for the total energy is -4695.8390 Ha.

Each line ends with the Mulliken charge.
Atoms and positions in Å:
I  5.2216  -0.9844  -6.2858  0.0981
Cl  0.8968  0.0085  -2.3113  -0.0447
Cl  3.1557  2.4995  -2.6593  -0.2257
Cl  5.0467  0.4321  0.8294  -0.1325
Cl  2.1185  -2.1584  -4.7049  -0.0726
F  -0.9856  1.1627  2.9860  -0.2005
F  -8.8793  -2.2323  0.0071  -0.2855
F  3.4465  6.3758  -0.9290  -0.3067
F  5.2722  -0.6630  -2.9247  -0.3977
O  1.3747  5.7560  -0.3203  -0.2938
O  -9.2830  1.0093  -1.0210  -0.3169
O  -8.0043  -0.1989  0.3905  -0.2226
O  2.9227  1.2989  5.0595  -0.5162
O  0.2210  6.6119  -2.0610  -0.3075
O  4.9560  -3.9248  -6.0881  -0.4913
O  1.5192  2.9696  4.4610  -0.3606
O  -7.5390  1.9884  0.0386  -0.5168
O  -0.8880  5.7302  -0.2965  -0.5000
O  0.9105  0.8200  4.1368  -0.1102
O  2.1812  -2.2503  1.3904  0.0835
N  2.6122  -3.0564  -2.2148  -0.2579
N  -3.6915  -1.0364  0.0848  0.2220
N  3.5139  -0.5222  -1.3770  0.1336
C  -8.2112  1.0212  -0.1787  0.6252
C  -3.0711  -0.3661  1.2036  0.3439
C  -0.7517  -2.1917  -0.3241  0.8029
C  4.7597  3.2127  -0.3233  -1.2158
C  1.6191  -1.7648  5.0009  -1.1594
C  -9.7187  -0.3396  -1.1055  -0.4325
C  4.8648  -2.9053  -5.3405  0.1623
C  -0.2525  1.6153  4.0288  0.1643
C  4.0594  2.0270  -1.1731  0.4809
C  1.0121  -2.1830  3.5647  0.1747
C  0.1391  6.0091  -0.8406  0.6090
C  0.2696  -2.7666  -1.4197  -1.8467
C  -9.1953  -0.9248  0.1668  0.2901
C  4.1170  0.6785  -0.7551  -0.0566
C  -3.4055  -2.3190  -0.6027  -0.6826
C  2.0888  -2.9921  2.6387  -0.5233
C  -3.6789  1.0024  1.6237  -0.8215
C  -4.7965  -0.1613  -0.3476  -0.5765
C  2.2717  5.8906  -1.4019  0.9253
C  -2.0809  -3.0810  -0.1132  -0.8013
C  1.8339  -2.3343  -1.1677  0.6387
C  2.0390  -0.7481  -1.1013  0.0048
C  1.5959  6.8880  -2.2874  -0.4109
C  3.8271  -0.7975  -2.8123  -0.5356
C  0.2892  2.9808  3.7511  -0.4000
C  3.2838  -2.2492  -3.2360  0.5413
C  -4.8459  1.0903  0.5609  -0.3678
C  2.2220  -3.0994  0.2293  -1.3226
C  1.8817  1.6628  4.5936  0.5027
C  4.5272  -3.1639  -3.7946  -0.3787
H  -2.1867  -3.3561  1.0076  0.3299
H  5.8239  2.9418  -0.0063  0.4316
H  -0.8351  1.5415  4.9518  0.2955
H  5.4328  -3.1491  -3.0955  0.3446
H  3.1042  -2.8633  3.1817  0.2875
H  -5.5711  1.9754  0.5404  0.3740
H  4.1168  -4.2470  -3.7406  0.2959
H  0.8265  -1.0873  5.4984  0.2489
H  0.0181  -2.7459  3.6143  0.3016
H  3.4018  -0.0636  -3.5713  0.5879
H  -2.1521  -0.8258  1.7131  0.1574
H  4.1387  3.3899  0.6395  0.3312
H  -5.4925  -0.3758  -1.2227  0.3379
H  -1.9849  -4.0553  -0.7060  0.4058
H  3.3353  -3.4095  0.0833  0.2674
H  1.8164  -0.2620  -0.0952  0.5509
H  2.4354  4.9135  -1.8663  -0.2233
H  -3.3301  -2.1938  -1.7501  0.3092
H  1.8113  7.9211  -2.0002  0.2740
H  1.7814  -2.6801  5.6643  0.3588
H  -10.8061  -0.3974  -1.1744  0.2773
H  0.7801  -1.1877  3.0184  -0.1432
H  0.4846  3.1490  2.6880  0.2698
H  1.8551  6.7552  -3.3390  0.2963
H  -4.3035  -3.0134  -0.4192  0.3747
H  -3.3881  1.7309  2.4445  0.3042
H  -0.0562  -2.6073  -2.5074  0.2152
H  4.7602  4.2092  -0.8839  0.2895
H  -9.8639  -0.8074  1.0246  0.2695
H  2.5614  -1.1235  4.8769  0.2820
H  -0.3038  -1.9927  0.7075  -0.6481
H  2.0463  -3.8016  -2.6659  0.5228
H  1.6459  -4.0750  0.3756  0.4846
H  -9.2849  -0.8065  -1.9944  0.2723
H  -1.1052  -1.1584  -0.7177  0.4050
H  -0.3676  3.7719  4.1159  0.3186
H  3.9711  -1.3271  -0.8705  0.3250
H  1.8133  -4.0942  2.5247  0.2881
H  0.2791  -3.9194  -1.2711  0.6181

[5]
C6H5NO | the ωB97M-V functional and the def2-TZVPD basis

Its relative energy (zero: lowest compared OMol25 entry of this formula, charge and spin) is 72.7 kcal/mol. The gap between HOMO and LUMO comes out at 8.46 eV. For the molar mass, the calculation gives 107.11 g mol⁻¹. Its SMILES is C=C1OCC=C1C#N. Its spin multiplicity is 1. Its HOMO energy is -8.7 eV. The value obtained for the total energy is -361.4684 Ha.

Each line ends with the Mulliken charge.
Atoms and positions in Å:
O  1.4029  0.7169  0.0753  -0.3043
N  -3.0053  -0.7192  0.1680  -0.4153
C  -1.9013  -0.6424  -0.1371  0.0530
C  1.7587  -0.6011  0.0391  -0.2170
C  0.4583  -1.5230  -0.1135  -0.7164
C  -0.5032  -0.5107  -0.1990  0.5814
C  -0.7837  2.0496  -0.0285  -0.9464
C  0.0467  0.8832  -0.2294  0.4148
H  0.5969  -2.5287  0.0105  0.5184
H  -0.5383  3.0790  0.1765  0.3023
H  1.8839  -0.8741  1.2021  0.2552
H  2.5051  -1.3083  -0.7361  0.2691
H  -1.9206  1.9786  -0.2279  0.2054

[6]
C9H17N2OP | the ωB97M-V functional and the def2-TZVPD basis

Its relative energy (zero: lowest compared OMol25 entry of this formula, charge and spin) is 38.3 kcal/mol. The gap between HOMO and LUMO comes out at 9.39 eV. For the molar mass, the calculation gives 200.22 g mol⁻¹. Its SMILES is CC(C)/N=P/OCCC#N.C=CC. Its spin multiplicity is 1. Its HOMO energy is -9.2 eV. The value obtained for the total energy is -879.1404 Ha.

Each line ends with the Mulliken charge.
Atoms and positions in Å:
P  0.3480  -2.3668  0.2570  -0.1510
O  -1.2095  -2.1797  0.6557  -0.3864
N  -4.1782  1.3100  -0.5909  -0.4514
N  0.7326  -0.9441  -0.1545  0.2821
C  -3.5591  0.3795  -0.7894  0.2996
C  3.0778  -0.2167  0.3605  -1.2138
C  -1.9530  -1.0310  0.5755  1.0051
C  -0.2444  1.1759  2.1872  -0.4843
C  2.4887  -1.3138  -1.9081  -1.3598
C  0.1132  1.8686  1.1001  -0.1493
C  -2.9494  -0.9212  -0.6919  -0.4781
C  -0.8222  2.3254  -0.0076  -0.8796
C  2.0547  -0.5201  -0.7207  0.3448
H  -1.7830  1.9347  0.1925  0.0596
H  3.3554  -1.0855  0.9933  0.3023
H  2.4734  -2.4069  -1.6854  0.2975
H  -2.5575  -1.2991  -1.6164  0.3239
H  -3.7386  -1.6393  -0.4391  0.2935
H  1.7128  -1.2250  -2.5805  0.4489
H  -0.9197  3.3593  0.0078  0.4846
H  2.6130  0.5298  0.9236  0.3259
H  4.0293  0.0840  -0.1406  0.3151
H  -1.2700  0.7468  2.3792  0.2555
H  1.0950  2.3528  1.0280  0.3974
H  -2.6984  -0.9687  1.3846  0.3994
H  -1.3055  -0.2242  0.6248  -1.0704
H  0.4639  0.8241  3.0331  0.2138
H  1.6508  0.5050  -1.1184  0.0302
H  -0.4533  1.8561  -0.9438  0.1803
H  3.4334  -0.9097  -2.3155  0.3647

[7]
C4H6LiO4Rb | the ωB97M-V functional and the def2-TZVPD basis

As for the net charge: +2. Its relative energy (zero: lowest compared OMol25 entry of this formula, charge and spin) is 0.0 kcal/mol. The gap between HOMO and LUMO comes out at 9.65 eV. For the molar mass, the calculation gives 210.50 g mol⁻¹. Its spin multiplicity is 1. Its HOMO energy is -17.6 eV. The value obtained for the total energy is -488.0371 Ha.

Each line ends with the Mulliken charge.
Atoms and positions in Å:
Rb  3.5071  2.8766  0.6766  0.9934
O  -1.7340  0.3679  -0.0744  -0.6573
O  -0.5653  -0.8115  -1.5200  -0.2790
O  -0.7475  -1.4754  0.5577  -0.3510
O  0.7341  1.0348  2.1103  -0.6508
C  0.5629  -0.1661  2.3100  0.0621
C  0.4910  -1.1213  1.1441  -0.1889
C  -1.2412  -0.6939  -0.4030  0.8754
C  -0.7355  0.1297  -2.5869  -0.5995
Li  -1.0023  1.9469  1.3755  0.9571
H  -1.7261  0.5616  -2.7545  0.3213
H  1.0404  -0.6086  0.3433  0.2635
H  -0.4191  -0.4055  -3.4845  0.2699
H  0.9658  -2.0720  1.4088  0.3220
H  -0.0872  0.9851  -2.3693  0.2538
H  0.9570  -0.5484  3.2662  0.4080

[8]
C47H46BBiCl5N8OS5 | the ωB97M-V functional and the def2-TZVPD basis

As for the net charge: +1. Its relative energy (zero: lowest compared OMol25 entry of this formula, charge and spin) is 0.0 kcal/mol. The gap between HOMO and LUMO comes out at 6.93 eV. For the molar mass, the calculation gives 1296.33 g mol⁻¹. Its spin multiplicity is 1. Its HOMO energy is -9.7 eV. The value obtained for the total energy is -6863.3373 Ha.

Each line ends with the Mulliken charge.
Atoms and positions in Å:
Bi  -0.0530  -0.7855  0.3436  1.4162
Cl  -5.5132  -3.5848  -2.8377  -0.1913
Cl  -5.0833  -6.0175  -0.9319  -0.1930
Cl  -4.0742  -0.8668  -2.2606  -0.1305
Cl  -3.1849  -5.7184  1.5332  -0.1918
Cl  -1.7248  -2.9975  2.0651  -0.1835
S  5.5899  -4.7304  -2.9721  -0.1707
S  2.0463  -0.4365  7.5832  -0.1467
S  -0.2928  -1.1334  -2.5446  -0.6168
S  -0.9949  1.3253  1.8354  0.0921
S  1.9761  0.9102  -0.3736  -0.3157
O  -2.3815  -0.9266  0.1102  1.0147
N  0.0458  2.7802  -0.8353  0.7357
N  1.8092  3.6214  0.1484  0.5523
N  -2.3254  2.0307  -0.4183  0.8097
N  -3.7057  1.6671  1.2385  0.5985
N  1.4790  -1.1241  2.4967  0.5081
N  2.2861  -2.1379  0.0523  0.0782
N  -1.3344  0.3688  -4.5827  0.6048
N  -1.2195  1.4731  -2.6981  0.8394
C  -1.7230  2.3313  -3.6582  -1.2001
C  -0.2113  4.1114  -0.5856  -1.2794
C  4.2625  -3.6642  -2.6944  0.2080
C  -0.9664  0.2680  -3.2810  0.2469
C  5.2788  -4.7848  -4.6491  -0.3959
C  3.1782  -1.1517  4.6789  -0.8514
C  3.6273  -3.3736  -3.8704  -0.2113
C  0.8695  4.6345  0.0141  -0.3347
C  -1.8041  1.6533  -4.8140  -0.3551
C  1.2746  2.4836  -0.3549  0.1673
C  -2.1803  -1.8604  -5.2297  -1.4282
C  3.1396  -2.1886  1.0981  -0.7101
C  0.1686  -1.1365  -5.8479  -1.4893
C  2.7175  -1.6544  2.3705  -0.8440
C  -4.4222  1.2211  2.4809  1.3354
C  3.0737  3.8317  0.9332  1.3110
C  3.6028  -1.6966  3.4587  0.9986
C  5.2968  -2.7755  2.1063  -1.1283
C  4.2103  -4.0152  -4.9913  -0.5881
C  -2.9744  -2.0569  -0.1270  -2.4590
C  -1.7970  -0.1194  -6.9543  -2.3469
C  1.0994  -0.6449  3.6601  -0.8771
C  -4.4482  2.0570  0.1354  -0.4881
C  0.1730  1.2911  7.5119  -0.6641
C  -2.8020  -3.1802  0.7076  0.7663
C  -3.8363  -2.2265  -1.2258  0.7542
C  -4.4784  -3.4323  -1.4744  0.1338
C  1.9182  -0.6112  4.8032  0.5314
C  -5.1916  2.4233  3.0264  -1.6976
C  3.5344  5.2770  0.7311  -1.9136
C  0.9754  0.6241  8.3850  -0.4032
C  4.7991  -3.2384  -0.2859  -0.7939
C  -2.4050  1.6706  0.8869  -0.8411
C  -3.5984  2.2635  -0.8840  -1.1388
C  -1.2821  -0.6961  -5.6375  1.3064
C  -3.4395  -4.3899  0.4732  0.1155
C  1.4091  -0.0113  6.0373  0.2016
C  2.7386  3.5661  2.3996  -1.4414
C  4.9069  -2.2736  3.2937  -1.0278
C  4.2144  2.9252  0.4752  -1.7763
C  4.4196  -2.7443  0.9701  0.9458
C  -3.4933  0.6897  3.5638  -2.1685
C  -5.3683  0.0897  2.0680  -1.3988
C  2.6638  -2.6160  -1.1101  -0.4978
C  3.9318  -3.1810  -1.3529  0.7620
C  0.4210  0.9247  6.1653  -0.5468
C  -4.2872  -4.5235  -0.6252  0.2948
B  -1.0361  1.7587  -1.2163  1.5831
H  1.0415  5.6383  0.3449  0.4949
H  1.9523  4.2363  2.7502  0.3545
H  -4.1228  0.3676  4.3937  0.6616
H  -2.9192  -0.1669  3.2158  0.2845
H  -2.1581  -2.6174  -6.0137  0.5293
H  4.3518  2.9682  -0.6061  0.4058
H  -5.8954  2.8254  2.2980  0.3795
H  2.8548  6.0119  1.1570  0.4682
H  -2.8106  1.4546  3.9280  0.4908
H  -3.2102  -1.5219  -5.1049  0.3626
H  -6.1410  0.4234  1.3769  0.4103
H  3.8511  -3.9098  -6.0036  0.3936
H  -0.6895  0.7034  -0.8476  -1.9678
H  6.2807  -3.2113  1.9875  0.4493
H  0.1877  -1.8870  -6.6385  0.5175
H  -0.1009  1.3582  5.3225  0.5368
H  3.8634  -1.1482  5.5194  0.4782
H  0.6022  -1.5664  -4.9505  0.1319
H  -5.8641  -0.3011  2.9563  0.4948
H  -3.8020  2.5253  -1.9062  0.6329
H  5.7934  -3.6540  -0.4069  0.4605
H  0.0855  -0.2626  3.7114  0.6507
H  5.9017  -5.3836  -5.2926  0.4434
H  5.5709  -2.2967  4.1485  0.4633
H  -1.1485  4.5710  -0.8445  0.5627
H  -1.9596  3.3586  -3.4447  0.6150
H  3.6253  3.7177  3.0156  0.4955
H  1.9404  -2.5562  -1.9141  0.1267
H  -2.8438  0.1798  -6.8914  0.5028
H  2.3973  2.5365  2.5263  0.2106
H  -1.7234  -0.9046  -7.7048  0.4584
H  -0.5678  2.0142  7.8174  0.4037
H  2.7799  -2.7060  -3.9434  0.2410
H  -1.1951  0.7219  -7.2989  0.5093
H  -4.8068  -0.7191  1.5985  0.1219
H  3.6767  5.4958  -0.3279  0.4368
H  4.4905  5.4032  1.2356  0.4608
H  -5.5172  2.1390  0.1631  0.5838
H  0.9978  0.6994  9.4595  0.4447
H  5.1283  3.2854  0.9478  0.5458
H  0.7811  -0.2894  -6.1631  0.3845
H  -2.1414  1.9870  -5.7745  0.5585
H  -4.5001  3.2161  3.3145  0.3648
H  -1.8504  -2.3142  -4.2986  0.2378
H  4.0657  1.8919  0.7653  0.2804
H  -5.7569  2.1206  3.9070  0.4523

Q: molar mass of number 1 (C4H11N3O2)?
A: 133.15 g mol⁻¹